A cluster of 9 separate species, C35H80F8N9O17S8 in total in a non-equilibrium geometry. Source: OMol25; level of theory: ωB97M-V with the def2-TZVPD basis set.

Geometry as ORCA input:
```
! RIJCOSX wB97M-V def2-TZVPD def2/J DEFGRID3
* xyz 1 1
C 7.83 17.21 -13.71
C 9.27 17.61 -13.58
O 10.15 16.86 -13.38
N 9.54 19.05 -13.71
H 10.42 19.26 -14.22
H 8.78 19.42 -14.34
C 9.35 19.73 -12.34
H 7.71 16.20 -13.32
H 7.56 17.19 -14.77
H 7.31 17.98 -13.14
H 8.28 19.59 -12.20
H 9.75 20.73 -12.39
H 9.95 19.16 -11.63
C 10.54 14.10 -11.32
C 11.79 13.78 -12.15
C 12.98 14.62 -11.67
N 14.11 14.61 -12.65
C 14.86 13.34 -12.53
C 15.07 15.79 -12.52
C 15.67 15.99 -13.90
C 14.81 15.18 -14.88
C 13.60 14.81 -14.06
H 9.59 13.93 -11.82
H 10.60 15.16 -11.07
H 10.54 13.55 -10.38
H 11.44 14.11 -13.13
H 11.91 12.70 -12.27
H 13.24 14.20 -10.70
H 12.62 15.64 -11.62
H 15.77 13.41 -13.13
H 14.28 12.48 -12.86
H 15.20 13.17 -11.51
H 15.72 15.57 -11.68
H 14.42 16.65 -12.32
H 16.75 15.83 -13.97
H 15.65 17.05 -14.15
H 15.38 14.34 -15.28
H 14.66 15.81 -15.75
H 13.23 13.86 -14.44
H 12.82 15.56 -14.09
C 8.23 23.53 -12.08
C 8.43 23.34 -13.60
C 9.87 23.53 -13.98
N 10.10 23.69 -15.47
C 9.39 24.82 -16.11
C 11.57 23.87 -15.73
C 11.79 23.52 -17.20
C 10.69 22.50 -17.50
C 9.82 22.40 -16.24
H 8.92 24.32 -11.76
H 8.61 22.67 -11.52
H 7.23 23.80 -11.78
H 7.87 24.12 -14.12
H 8.01 22.39 -13.92
H 10.48 22.69 -13.63
H 10.30 24.46 -13.61
H 8.32 24.64 -16.19
H 9.76 24.99 -17.11
H 9.57 25.69 -15.48
H 11.90 24.88 -15.51
H 12.18 23.18 -15.15
H 11.75 24.37 -17.87
H 12.78 23.07 -17.31
H 10.07 22.80 -18.34
H 11.07 21.51 -17.74
H 8.75 22.33 -16.42
H 10.08 21.54 -15.62
C 5.18 14.33 -21.30
C 5.79 14.76 -19.95
C 7.10 14.05 -19.66
N 7.92 14.76 -18.61
C 7.23 14.91 -17.30
C 8.44 16.10 -19.16
C 9.71 16.41 -18.38
C 10.34 15.03 -18.09
C 9.20 14.01 -18.36
H 4.42 15.02 -21.66
H 4.60 13.41 -21.16
H 5.95 14.04 -22.01
H 5.02 14.58 -19.20
H 5.97 15.83 -19.98
H 7.76 13.97 -20.53
H 6.92 13.05 -19.27
H 6.31 15.49 -17.44
H 7.90 15.43 -16.63
H 6.88 13.93 -16.97
H 7.65 16.83 -19.11
H 8.64 15.89 -20.22
H 9.55 16.95 -17.45
H 10.35 17.07 -18.96
H 10.67 15.02 -17.06
H 11.10 14.77 -18.82
H 9.10 13.43 -17.44
H 9.43 13.35 -19.19
C 2.88 19.78 -12.62
C 3.40 18.35 -12.60
C 2.40 17.38 -13.22
N 2.91 15.98 -13.25
C 3.08 15.44 -11.88
C 4.21 15.78 -13.99
C 4.11 14.41 -14.69
C 2.74 13.83 -14.30
C 1.93 15.06 -13.97
H 2.55 20.14 -13.60
H 3.57 20.47 -12.15
H 1.93 19.85 -12.08
H 3.53 18.06 -11.56
H 4.38 18.28 -13.07
H 2.14 17.60 -14.26
H 1.45 17.39 -12.68
H 2.13 15.57 -11.36
H 3.86 15.89 -11.27
H 3.27 14.37 -11.93
H 5.06 15.84 -13.31
H 4.37 16.55 -14.74
H 4.92 13.75 -14.41
H 4.19 14.57 -15.76
H 2.76 13.09 -13.51
H 2.34 13.29 -15.16
H 1.03 14.94 -13.38
H 1.77 15.63 -14.90
N 7.09 11.67 -11.55
S 7.22 11.41 -13.06
O 8.32 11.99 -13.78
O 5.95 11.36 -13.75
F 7.71 9.89 -13.03
S 6.04 12.95 -11.60
O 4.66 12.57 -11.55
O 6.44 14.14 -12.28
F 6.25 13.42 -10.11
N 11.95 19.57 -14.83
S 13.23 20.13 -13.87
O 14.21 21.02 -14.38
O 13.62 19.14 -12.92
F 12.26 21.07 -13.00
S 12.85 19.10 -16.03
O 13.70 17.97 -15.80
O 13.25 20.13 -16.94
F 11.65 18.40 -16.89
N 7.39 19.95 -15.11
S 7.29 19.59 -16.70
O 7.31 20.67 -17.63
O 6.72 18.34 -17.11
F 8.85 19.12 -16.77
S 5.98 20.68 -15.01
O 4.83 19.93 -15.39
O 5.99 22.09 -15.25
F 5.99 20.64 -13.40
N 7.66 18.82 -9.78
S 6.99 17.32 -9.91
O 6.00 17.09 -10.92
O 7.01 16.51 -8.74
F 8.31 16.68 -10.60
S 6.37 19.67 -9.47
O 5.67 19.46 -8.24
O 5.56 19.99 -10.62
F 7.14 21.06 -9.30
*
```

***

An isolated molecule of C26H19N3O4S in a non-equilibrium geometry. Source: OMol25; level of theory: ωB97M-V with the def2-TZVPD basis set.

Geometry as ORCA input:
```
! RIJCOSX wB97M-V def2-TZVPD def2/J DEFGRID3
* xyz 0 1
O 1.85 3.18 -2.45
C 1.57 2.07 -2.06
N 1.90 1.54 -0.86
C 2.75 2.12 0.09
C 2.88 3.50 0.23
C 3.73 4.02 1.19
C 4.45 3.17 2.03
C 4.32 1.79 1.88
C 3.48 1.27 0.92
H 3.39 0.20 0.79
H 4.89 1.14 2.52
C 5.34 3.68 3.08
O 5.96 2.99 3.86
O 5.43 5.02 3.10
H 6.03 5.30 3.81
H 3.83 5.08 1.30
H 2.33 4.15 -0.43
H 1.52 0.62 -0.64
C 0.82 1.08 -2.94
H 0.95 1.36 -3.99
H 1.14 0.05 -2.78
S -0.99 1.12 -2.70
C -1.23 -0.12 -1.46
N -0.24 -0.40 -0.62
C -0.48 -1.35 0.28
N -1.58 -2.09 0.34
C -2.57 -1.80 -0.50
C -2.47 -0.75 -1.42
C -3.61 -0.39 -2.31
C -4.73 -1.39 -2.21
C -5.83 -1.32 -3.06
C -6.86 -2.22 -2.96
C -6.81 -3.23 -2.01
C -5.73 -3.33 -1.16
C -4.69 -2.41 -1.27
O -3.64 -2.58 -0.39
H -5.66 -4.10 -0.42
H -7.62 -3.94 -1.93
H -7.71 -2.15 -3.62
H -5.86 -0.53 -3.79
H -3.26 -0.30 -3.35
H -3.98 0.61 -2.04
C 0.52 -1.60 1.33
C 0.81 -2.91 1.71
C 1.71 -3.14 2.74
C 2.30 -2.08 3.40
C 1.99 -0.78 3.04
C 1.10 -0.54 2.01
H 0.84 0.48 1.73
H 2.43 0.05 3.57
H 2.99 -2.26 4.21
H 1.94 -4.16 3.02
H 0.33 -3.72 1.20
*
```

***

An isolated molecule of C24H46O6. Source: OMol25; level of theory: ωB97M-V with the def2-TZVPD basis set.

Geometry as ORCA input:
```
! RIJCOSX wB97M-V def2-TZVPD def2/J DEFGRID3
* xyz 0 1
C 1.00 4.59 -3.19
C 2.47 4.50 -2.79
C 3.11 3.17 -3.18
C 2.63 2.00 -2.33
C 3.32 0.70 -2.74
C 2.79 -0.53 -1.99
C 3.08 -0.51 -0.49
C 2.75 -1.86 0.15
C 3.00 -1.86 1.67
C 1.91 -1.16 2.49
C 0.89 -2.12 3.10
C 0.09 -2.91 2.07
C -0.98 -3.79 2.73
C -1.69 -4.71 1.74
C -2.64 -3.99 0.78
C -3.95 -3.59 1.45
H -4.50 -4.49 1.72
C -4.83 -2.74 0.53
C -4.29 -1.34 0.46
O -4.52 -0.48 1.29
O -3.50 -1.15 -0.59
C -2.96 0.15 -0.82
H -3.76 0.89 -0.85
H -2.49 0.09 -1.80
C -1.93 0.59 0.24
O -2.52 1.35 1.27
H -3.34 0.89 1.54
H -1.46 -0.32 0.67
C -0.81 1.41 -0.44
H -0.18 0.72 -1.01
O -1.31 2.35 -1.35
C -1.69 3.51 -0.61
H -2.70 3.39 -0.21
C -0.65 3.64 0.52
O 0.26 4.68 0.31
H 0.68 4.56 -0.54
H -1.14 3.87 1.48
C 0.01 2.24 0.59
O 0.10 1.68 1.85
H -0.80 1.61 2.21
H 1.04 2.33 0.23
H -1.66 4.36 -1.29
H -4.86 -3.17 -0.47
H -5.84 -2.68 0.94
H -3.76 -3.03 2.37
H -2.87 -4.65 -0.06
H -2.15 -3.11 0.37
H -0.93 -5.24 1.15
H -2.26 -5.46 2.29
H -0.49 -4.41 3.49
H -1.70 -3.16 3.24
H -0.38 -2.22 1.37
H 0.76 -3.56 1.50
H 0.20 -1.54 3.71
H 1.40 -2.82 3.76
H 1.39 -0.42 1.87
H 2.38 -0.61 3.31
H 3.10 -2.89 2.01
H 3.96 -1.38 1.85
H 1.71 -2.11 -0.05
H 3.38 -2.63 -0.31
H 4.13 -0.29 -0.33
H 2.49 0.27 0.00
H 1.71 -0.61 -2.15
H 3.25 -1.42 -2.43
H 4.39 0.78 -2.56
H 3.18 0.54 -3.81
H 2.85 2.21 -1.28
H 1.55 1.88 -2.45
H 2.90 2.97 -4.24
H 4.20 3.26 -3.07
H 2.58 4.65 -1.71
H 3.01 5.32 -3.28
H 0.90 4.52 -4.27
H 0.57 5.54 -2.87
H 0.42 3.78 -2.75
*
```

***

A structure of composition C21H26BN6S2W in a non-equilibrium geometry. Source: OMol25; level of theory: ωB97M-V with the def2-TZVPD basis set.

Geometry as ORCA input:
```
! RIJCOSX wB97M-V def2-TZVPD def2/J DEFGRID3
* xyz 1 1
W -0.77 0.21 0.17
C -1.03 2.48 -2.50
C 0.27 1.78 -2.33
C 1.41 1.70 -3.12
C 2.29 0.86 -2.44
C 3.65 0.45 -2.85
N 1.69 0.47 -1.30
N 0.46 1.03 -1.24
B 2.24 -0.35 -0.10
N 1.42 -1.66 0.06
N 0.13 -1.60 0.48
C -0.32 -2.85 0.68
C -1.73 -3.03 1.12
C 0.71 -3.73 0.39
C 1.79 -2.95 0.00
C 3.14 -3.41 -0.41
N 2.01 0.48 1.16
N 0.76 0.87 1.53
C 0.87 1.57 2.67
C -0.27 2.17 3.40
C 2.22 1.62 3.04
C 2.91 0.92 2.06
C 4.37 0.66 1.96
H -0.90 3.44 -3.00
H -1.50 2.65 -1.52
H -1.71 1.87 -3.11
H 1.59 2.18 -4.06
H 3.86 0.87 -3.83
H 3.74 -0.63 -2.90
H 4.40 0.82 -2.15
H 3.38 -0.59 -0.25
H -2.10 -2.10 1.59
H -1.82 -3.85 1.83
H -2.37 -3.26 0.26
H 0.68 -4.80 0.44
H 3.14 -4.50 -0.44
H 3.90 -3.08 0.30
H 3.41 -3.02 -1.39
H -1.22 1.95 2.91
H -0.16 3.25 3.45
H -0.31 1.79 4.41
H 2.62 2.11 3.90
H 4.88 1.12 2.79
H 4.76 1.07 1.03
H 4.56 -0.41 1.97
S -2.59 1.20 1.20
C -4.04 0.77 0.29
C -5.26 1.23 0.74
C -6.42 0.92 0.05
C -6.33 0.14 -1.10
C -5.11 -0.32 -1.55
C -3.95 -0.01 -0.86
S -2.39 -0.60 -1.42
H -5.30 1.83 1.64
H -7.37 1.28 0.41
H -7.23 -0.11 -1.64
H -5.04 -0.92 -2.44
*
```

***

no.,electronic energy (a.u.)
1,-7137.54073
2,-1865.70087
3,-1393.54551
4,-2032.63361